Record 1
78
Properties=species:S:1:pos:R:3:forces:R:3 method="wB97M-V/def2-TZVPD" total_energy_ev=-80165.5901 smiles="CN(C)P(=O)(N(C)C)N(C)C.CN(C)P(=O)(N(C)C)N(C)C.O=C1CCCO1.ClCCCl" orbital_gap_ev=8.367 homo_ev=-8.137 de_lowest_kcal_mol=0.0 total_charge=0
Cl 1.7014 4.1271 2.9801 0.191 -0.377 -0.071
Cl 3.2433 5.6973 0.7824 1.225 0.949 -0.188
P -5.7599 -2.2762 3.8127 -0.615 -1.489 3.755
P 3.9224 1.7920 -4.6764 0.481 -2.412 0.090
O 1.6296 0.8374 -0.1776 -0.038 2.123 0.402
O -0.5192 0.0732 -0.3631 1.200 2.681 0.226
O -7.2564 -2.1443 3.8651 1.648 -0.802 -0.859
O 2.9933 2.1762 -5.7922 0.995 -1.811 0.751
N -5.0454 -1.5782 5.2323 0.516 0.914 -1.034
N -5.0857 -1.5311 2.5295 -2.018 0.390 0.283
N 3.3803 0.5362 -3.5712 -1.516 0.875 -0.871
N 5.5041 1.2032 -5.1580 0.301 0.375 -0.412
N 4.2835 3.1126 -3.8152 -0.542 0.274 2.131
N -5.1258 -3.9310 3.9678 -1.618 1.225 0.450
C -0.1414 -2.1508 -0.0615 0.650 -1.637 1.193
C 1.6577 5.0127 0.4549 0.314 1.313 -0.482
C -4.9932 -2.2267 6.5893 -1.218 -0.463 -2.320
C -3.7152 -4.1858 4.0665 1.247 -0.089 -0.738
C 6.7542 1.0480 -4.3531 -2.287 1.090 1.526
C -1.1487 -1.1370 -0.5887 0.273 -1.604 0.708
C -6.0222 -5.1231 3.8443 0.005 1.808 -0.381
C 1.6192 3.7573 1.2328 -1.538 -0.892 -0.246
C 1.2474 -1.4772 -0.0633 -1.474 -0.441 -0.246
C 4.9075 4.1260 -4.6199 1.179 0.366 0.288
C 0.8252 -0.0250 -0.1243 0.155 -2.060 -1.397
C 4.0133 0.2006 -2.2951 0.871 0.129 -1.063
C 2.1852 -0.3341 -3.8898 1.609 2.074 0.311
C -5.9726 -0.7926 1.5993 0.650 -0.099 -0.091
C 5.6264 0.6376 -6.5090 -0.540 0.417 0.596
C -4.8729 -0.1017 5.2745 0.362 -1.173 0.244
C -3.6831 -1.3053 2.4203 -0.128 -0.217 -1.409
C 3.4783 3.5577 -2.6399 0.998 0.208 -0.791
H 7.0300 0.0101 -4.1664 0.166 -0.065 -0.563
H -3.5394 -0.2898 2.0514 0.438 0.291 0.582
H 3.0378 4.5425 -2.7952 -0.233 -0.019 -0.461
H 4.2546 4.5111 -5.4031 0.112 0.111 -0.038
H -7.0244 -4.7389 3.6545 -0.076 0.066 0.220
H -3.1628 -1.5629 3.3428 0.125 0.226 -0.290
H 5.3202 4.9175 -3.9943 -0.487 0.260 0.181
H 1.8282 -1.7300 -0.9504 -0.055 0.261 -0.124
H -6.0590 -5.6953 4.7713 0.284 -0.213 -0.165
H 5.8247 3.6830 -5.0080 -0.181 0.042 -0.683
H 7.5978 1.7116 -4.5435 0.104 -0.218 -1.113
H -6.2703 0.1613 2.0348 -0.244 -0.006 -0.028
H -2.0217 -1.1809 0.0624 -0.283 0.091 -0.534
H 1.9025 -1.6467 0.7913 -0.340 -0.115 0.078
H -3.0756 -3.4945 4.6154 -0.692 0.662 0.355
H 1.6154 4.9550 -0.6328 -0.214 -0.728 0.102
H -0.3725 -2.3684 0.9812 -0.202 0.240 0.214
H -3.3985 -5.1332 4.5025 -0.835 -0.376 0.135
H 6.4879 1.4259 -3.3660 -0.125 -0.117 0.362
H 2.6847 2.8465 -2.4108 0.280 -0.041 0.213
H 4.9599 -0.2534 -2.5885 0.469 0.030 0.683
H -5.4087 -0.5763 0.6920 0.235 0.021 0.009
H -6.8360 -1.3593 1.2509 0.010 -0.061 0.562
H -4.8796 -1.5501 7.4363 0.495 0.210 -0.468
H 2.4713 -1.3774 -3.7564 -0.085 -0.079 -0.456
H 0.9456 5.7873 0.7393 -0.186 -0.379 0.289
H 4.7019 0.0913 -6.6956 0.244 -0.304 -0.503
H 1.4148 -0.0754 -3.1635 -0.407 -0.143 -0.177
H -5.5354 0.3126 6.0345 -0.131 0.286 -0.201
H 0.6501 3.2776 1.0959 0.000 -0.083 -0.014
H -5.7929 -5.6959 2.9457 0.372 -0.385 0.243
H -3.4367 -1.9352 1.5655 1.174 -0.244 0.128
H -1.3893 -1.2879 -1.6411 -0.077 0.246 -0.004
H -5.9932 -2.6498 6.6848 0.098 -0.495 0.530
H -3.2438 -4.1852 3.0837 0.097 -0.163 -0.446
H -3.8416 0.0849 5.5739 0.112 0.304 0.139
H 4.1549 1.0633 -1.6442 0.111 -0.028 -0.011
H -0.2045 -3.1518 -0.4883 0.153 0.226 -0.554
H 4.2092 3.7307 -1.8500 -0.350 -0.362 0.534
H -5.0071 0.3834 4.3077 -0.305 -0.168 0.050
H 3.4771 -0.5624 -1.7309 -0.334 0.220 -0.264
H -4.2487 -3.0171 6.4942 0.002 0.032 0.770
H 1.9319 -0.0120 -4.8999 -0.549 -0.676 0.017
H 5.7387 1.4098 -7.2700 -0.002 0.055 -0.126
H 2.3596 3.0467 0.8655 0.212 0.165 0.576
H 6.5122 0.0028 -6.5323 -0.241 -0.225 -0.108

***

Record 2
38
Properties=species:S:1:pos:R:3:forces:R:3 method="wB97M-V/def2-TZVPD" total_energy_ev=-114244.3766 orbital_gap_ev=9.772 homo_ev=-10.085 de_lowest_kcal_mol=0.0 total_charge=0
Kr 0.7143 -0.1638 -0.1814 -0.006 -0.052 0.141
Ar 0.3675 0.9453 -3.3759 -0.049 0.030 -0.159
O 2.5981 -2.0190 -2.6595 0.340 0.264 -0.128
O -1.6423 -0.3521 2.9007 -0.125 0.667 0.184
O -1.3965 2.0356 1.3672 0.094 0.350 -0.670
O 2.5655 3.2064 2.7904 0.010 0.197 0.072
O 2.4839 2.9141 -1.7171 -0.016 0.013 0.240
O -2.2213 -1.2168 -2.3190 0.155 0.339 -0.233
O -0.1393 3.6076 -0.7588 -0.345 0.368 -0.193
O 0.8772 -1.6881 3.6708 0.060 0.320 -0.173
O 3.6393 -2.4305 -0.1378 0.013 -0.024 0.097
O -0.0063 -2.4144 -3.4525 0.456 -0.162 -0.268
O -3.7578 1.2010 0.1028 -0.477 -0.720 0.014
O -2.7134 -1.6152 0.5783 0.581 -0.475 0.038
H -2.8533 1.4678 0.2672 0.681 0.592 0.376
H -1.7125 2.6908 1.9893 -0.084 0.309 0.097
H -3.8673 1.2946 -0.8435 -0.104 -0.004 -0.311
H 2.8730 2.6772 3.5264 0.088 -0.097 0.209
H 2.8124 2.2094 -2.2755 0.083 -0.314 -0.156
H -0.5043 -3.2306 -3.4068 0.001 -0.198 -0.008
H 2.3101 2.5671 2.1253 -0.119 -0.081 -0.292
H -0.3881 2.8684 -0.2038 -0.178 -0.185 0.397
H 0.6034 -2.0403 4.5177 -0.067 -0.069 0.335
H -0.7386 -0.6071 3.0862 0.586 -0.227 0.340
H 2.3654 3.6553 -2.3110 0.110 0.329 -0.193
H 2.7126 -2.0083 -1.7092 0.405 -0.017 0.272
H 1.6510 -1.9664 -2.7877 -0.395 -0.288 -0.441
H -2.9527 -1.7655 -2.6022 -0.217 -0.106 -0.141
H -1.3071 1.2359 1.8856 -0.010 -0.696 0.632
H -3.4149 -2.1554 0.9418 -0.207 -0.233 0.091
H -2.0410 -1.5011 -1.4229 -0.184 -0.070 0.677
H -1.8677 -0.8305 2.1029 -0.232 -0.538 -0.420
H -0.5298 -1.7857 -2.9555 -0.670 0.327 -0.020
H 0.6445 3.3085 -1.2197 0.374 -0.210 -0.033
H 3.1181 -3.0558 0.3657 -0.114 -0.264 0.089
H 4.0960 -1.9110 0.5238 0.176 0.234 0.124
H -3.0816 -0.7321 0.5481 -0.621 0.956 -0.370
H 0.7034 -2.3952 3.0494 0.008 -0.263 -0.215

***

Record 3
81
Properties=species:S:1:pos:R:3:forces:R:3 method="wB97M-V/def2-TZVPD" total_energy_ev=-136879.2996 orbital_gap_ev="5.898 / 5.893" homo_ev="-5.652 / -5.652" de_lowest_kcal_mol=38.8 total_charge=-1
Pd 0.4881 0.7145 -0.9244 0.461 1.479 1.198
Se -1.6101 3.4327 -2.4098 0.128 0.744 -0.415
S 2.3269 2.3849 -1.5316 -0.990 -0.803 0.763
O 1.1439 0.2302 -2.9340 -0.512 -0.519 1.310
O -0.7464 2.1072 -1.7981 0.888 -1.291 -0.053
O 1.9122 -0.4634 -0.0876 -0.713 -0.001 -1.380
O -0.9756 -0.7342 -0.4433 1.461 0.529 -0.330
O -2.9777 3.4516 -1.5534 -0.477 0.080 0.348
O -1.8563 3.1205 -3.9716 0.108 -0.293 -0.448
O -0.7068 4.7472 -2.1744 0.410 0.189 0.115
N -0.0912 1.2695 1.1040 0.409 -0.498 -1.316
N 1.2609 1.3182 -3.6852 0.027 0.687 -0.155
C -3.9495 -2.5009 3.1135 -0.020 -0.028 0.040
C 6.1523 -0.9847 2.0050 0.016 0.029 0.089
C -2.2685 -0.3201 -0.2188 -0.728 0.530 -0.311
C 0.4317 1.7258 3.3614 -0.127 0.192 -0.131
C 5.9518 -0.6060 -0.3541 0.031 0.025 0.049
C -0.9071 1.9491 3.6339 -0.013 -0.056 -0.091
C 1.0037 2.3430 -5.7971 0.063 0.004 -0.045
C -2.9678 -1.7586 -2.1284 -0.085 0.062 -0.045
C -2.0564 -1.8733 1.7686 0.006 0.039 -0.035
C 6.7390 -0.8926 0.7518 0.047 -0.001 -0.072
C 1.1587 -2.4097 4.1555 -0.002 -0.023 0.105
C -1.3988 1.4121 1.3546 -0.511 -0.008 -0.298
C -4.7816 -1.7821 2.2640 -0.020 0.038 0.005
C -3.6284 -2.0152 -3.3168 0.058 -0.076 0.031
C 1.6383 -1.3292 3.4226 0.062 -0.037 -0.022
C 1.7997 2.4432 -3.1651 0.015 -0.088 0.134
C -4.2541 -1.1112 1.1717 -0.006 -0.031 0.035
C -4.5071 0.2155 -3.3034 -0.050 0.002 -0.032
C -2.8848 -1.1429 0.9247 0.372 -0.159 -0.069
C -3.0822 -0.5144 -1.5094 0.138 -0.019 0.106
C -1.8341 1.7565 2.6298 0.200 0.152 0.143
C 0.9501 -3.6341 3.5450 -0.012 0.000 -0.010
C -2.5879 -2.5505 2.8583 -0.016 -0.018 0.059
C 3.9913 -0.5235 1.0456 -0.115 -0.063 -0.296
C 1.5424 3.5201 -5.2932 -0.036 -0.012 0.227
C 0.8621 1.2646 -4.9651 -0.311 -0.259 -0.020
C -4.4037 -1.0248 -3.9086 -0.039 0.028 -0.025
C -2.3546 1.1735 0.2499 0.051 -0.349 0.066
C 2.2452 1.0833 1.7594 0.045 -0.312 -0.225
C 4.5850 -0.4196 -0.2082 -0.068 -0.015 0.061
C 1.2129 -3.7720 2.1873 0.049 -0.001 -0.022
C 1.9079 -1.4595 2.0668 -0.041 0.004 -0.110
C 0.8165 1.3682 2.0773 0.276 0.228 0.185
C 4.7850 -0.8018 2.1523 -0.001 0.034 0.002
C 1.6892 -2.6959 1.4593 -0.031 0.060 0.029
C 1.9329 3.5677 -3.9716 -0.060 -0.036 -0.210
C 2.4607 -0.3413 1.1648 -0.072 0.340 0.567
C -3.8522 0.4746 -2.1041 -0.076 -0.071 0.112
H 0.9438 -2.2888 5.2108 0.008 0.013 -0.007
H -4.9092 -0.5617 0.5053 0.016 0.010 -0.019
H 0.6571 2.2724 -6.8164 -0.050 -0.032 0.013
H 0.4034 0.3309 -5.2511 -0.014 -0.007 0.042
H 0.5813 -4.4757 4.1184 -0.024 0.012 0.002
H -3.5288 -2.9848 -3.7905 -0.006 -0.006 -0.006
H -4.9141 -1.2189 -4.8444 0.005 -0.001 -0.011
H -2.0995 1.8175 -0.5933 -0.212 -0.238 0.422
H -4.3655 -3.0193 3.9691 0.001 -0.017 -0.006
H -5.8471 -1.7414 2.4562 -0.007 -0.015 -0.015
H 1.8805 -2.7811 0.3986 -0.032 -0.031 -0.020
H -3.3682 1.4005 0.5707 -0.002 0.020 0.051
H 1.6013 4.4045 -5.9109 0.041 0.015 -0.010
H 1.0414 -4.7207 1.6939 0.000 0.002 0.004
H 2.8596 1.2125 2.6500 -0.029 0.058 -0.002
H -1.9298 -3.1132 3.5099 -0.004 0.011 -0.012
H 6.4018 -0.5286 -1.3363 -0.002 0.000 0.000
H -2.8902 1.8957 2.8083 -0.014 -0.063 -0.077
H -3.9270 1.4647 -1.6706 0.059 -0.010 -0.077
H -1.2201 2.2587 4.6228 -0.016 -0.041 0.012
H 6.7633 -1.2049 2.8722 -0.018 -0.007 0.007
H 1.7905 -0.3859 3.9299 0.039 -0.041 -0.015
H 2.3092 4.4691 -3.5173 -0.027 0.067 0.034
H -5.0823 1.0050 -3.7705 0.016 0.007 -0.001
H 2.5996 1.7764 0.9933 0.063 0.045 0.098
H 4.3324 -0.8897 3.1334 0.012 -0.045 -0.002
H 3.9516 -0.2007 -1.0562 0.014 -0.013 -0.032
H -0.9944 -1.9000 1.5536 -0.039 -0.017 0.038
H 1.1824 1.8519 4.1289 0.045 -0.049 -0.037
H -2.3333 -2.5095 -1.6745 -0.011 -0.038 0.004
H 7.8050 -1.0468 0.6371 -0.002 0.005 0.011

***

Record 4
51
Properties=species:S:1:pos:R:3:forces:R:3 method="wB97M-V/def2-TZVPD" total_energy_ev=-37413.6874 orbital_gap_ev=2.926 homo_ev=-5.678 de_lowest_kcal_mol=188.4 total_charge=0
O 4.4597 0.4953 -3.5217 -0.680 0.792 0.030
O 4.2228 2.6549 -3.5195 -0.542 -0.964 0.025
O -0.3162 0.6092 2.3000 -1.110 -0.804 -1.242
O 2.1740 -5.0906 3.5542 -1.365 1.559 -1.031
N -3.4024 2.8863 -3.4854 1.334 -1.846 0.134
N 3.7499 1.5102 -3.5167 0.613 0.136 -0.025
C -0.1785 -3.0434 1.6085 -0.014 0.316 0.067
C -0.5817 2.9718 2.5990 0.439 -0.777 0.278
C 3.1256 -4.8967 4.5766 0.262 0.047 0.264
C 0.0200 -1.7502 2.1131 0.496 0.392 0.607
C -2.1486 4.2289 1.2939 -0.379 -0.148 -0.402
C -1.9373 1.8426 0.9420 0.441 -0.194 0.401
C 0.9711 -1.5947 3.1305 -0.295 0.169 -0.258
C -0.4729 1.0162 -3.5074 -1.088 -0.082 -0.024
C 0.3983 -0.0919 -3.5050 0.243 -0.009 0.057
C -0.9412 1.7942 1.9470 -0.350 0.296 -0.354
C 1.7567 0.0775 -3.5053 0.296 -0.359 0.023
C 0.5418 -4.1032 2.1032 0.273 -0.463 0.189
C -1.6682 -0.5464 0.6684 0.334 0.174 0.434
C 0.1127 2.3017 -3.5074 0.424 0.140 0.041
C -2.5938 -0.4509 -3.5334 -0.126 -0.380 -0.128
C -2.6886 1.9380 -3.5007 -2.986 4.424 0.063
C -1.8931 0.8629 -3.5123 2.334 -1.913 0.415
C 1.4739 2.4609 -3.5090 -0.006 0.430 0.022
C -0.6835 -0.5644 1.6633 -0.072 1.014 0.022
C -2.2869 0.6273 0.3107 0.101 0.178 -0.129
C 1.6904 -2.6542 3.6250 0.426 -0.657 0.298
C 2.3043 1.3506 -3.5084 0.647 -0.097 -0.002
C -1.1769 4.1724 2.2804 0.167 -0.344 0.081
C -2.5280 3.0822 0.6299 0.150 0.151 0.185
C 1.4939 -3.9447 3.1210 0.414 -0.746 0.238
H -1.9076 -1.2963 -3.5279 -0.101 0.022 -0.015
H -1.9522 -1.4633 0.1814 0.094 -0.129 0.015
H -3.2794 3.1259 -0.1387 -0.144 -0.066 -0.258
H 2.4114 -2.4934 4.4069 0.088 0.142 0.114
H -3.2200 -0.5293 -4.4250 -0.089 -0.190 0.019
H -0.0056 -1.0868 -3.5030 0.025 -0.231 -0.032
H 0.1742 2.9053 3.3592 0.226 0.085 0.233
H -3.2488 -0.5423 -2.6644 -0.198 -0.206 0.040
H 2.6424 -4.5078 5.4715 0.055 0.084 0.143
H 3.5798 -5.8586 4.8167 -0.208 0.033 -0.208
H -3.0540 0.6410 -0.4468 -0.082 -0.048 -0.202
H -0.5295 3.1649 -3.5103 -0.113 0.205 -0.023
H 3.9074 -4.2180 4.2391 0.117 0.094 0.082
H -0.9002 -3.2066 0.8288 -0.109 -0.180 -0.182
H -2.6075 5.1748 1.0515 -0.062 0.030 -0.088
H -0.8821 5.0672 2.8030 0.070 0.094 0.082
H 1.9325 3.4378 -3.5115 -0.060 0.112 -0.014
H 0.3942 -5.0971 1.7198 -0.098 -0.191 -0.155
H 2.4270 -0.7683 -3.5031 0.008 -0.087 -0.018
H 1.1210 -0.6012 3.5186 0.205 -0.010 0.191

***

Record 5
28
Properties=species:S:1:pos:R:3:forces:R:3 method="wB97M-V/def2-TZVPD" total_energy_ev=-27682.2025 orbital_gap_ev=10.099 homo_ev=-10.336 de_lowest_kcal_mol=15.2 total_charge=0
Xe -0.5841 -0.1329 1.1569 -0.268 0.147 -0.270
O -2.5052 -2.1261 -1.7960 0.019 0.023 -0.247
O 1.8363 -2.2891 2.1837 0.117 -0.450 0.064
O 1.1923 0.8236 4.0076 0.152 -0.208 0.113
O -1.6990 0.3508 -2.8546 -0.343 0.635 -0.223
O 1.1118 0.2913 -2.6425 -0.368 0.056 -0.302
O -2.5815 -3.0876 1.1854 0.011 0.141 -0.298
O 3.0775 0.7240 -0.6862 0.305 -0.611 -0.245
O 1.5712 2.6977 0.3736 0.031 0.072 0.112
O -2.1747 3.0615 -0.9914 0.156 0.515 0.346
H 1.2646 -0.5354 -3.1000 0.052 -0.172 -0.206
H -3.1179 -3.5141 1.8537 -0.256 -0.095 0.099
H 3.6518 0.6831 0.0785 0.196 -0.135 0.060
H -2.6117 2.3676 -0.4976 -0.125 -0.230 -0.030
H -0.7504 0.3781 -2.7298 0.584 0.069 0.045
H 1.2430 -1.7007 2.6506 -0.005 0.228 0.247
H 1.7807 0.3141 -1.9582 0.446 -0.071 0.369
H 2.5098 1.4765 -0.5199 -0.323 0.659 0.218
H -1.9562 -0.5194 -2.5497 -0.285 -0.377 0.308
H -1.6622 2.5982 -1.6539 -0.021 -0.386 -0.361
H 1.6881 1.5745 3.6810 0.185 0.164 0.053
H -2.2462 -2.8646 -2.3471 0.009 -0.183 -0.221
H 0.9686 3.4367 0.2905 -0.313 0.210 -0.271
H 2.0642 -1.8151 1.3840 0.078 0.129 -0.230
H -1.6841 -3.3430 1.3990 0.353 -0.061 0.090
H 0.3044 0.9602 3.6771 -0.306 0.040 -0.033
H 1.7746 2.6578 1.3081 0.072 -0.039 0.214
H -2.4655 -2.4678 -0.9027 -0.152 -0.070 0.600